Entry 1:
{
  "formula": "C2H3N2S2",
  "method": "ωB97M-V/def2-TZVPD",
  "symbols": ["C", "C", "N", "N", "S", "S", "H", "H", "H"],
  "positions_angstrom": [[-0.121, 1.199, 0.545], [0.102, -1.791, 0.232], [-0.174, -1.137, 1.222], [-1.291, 1.148, 0.042], [0.731, -2.221, -1.098], [1.260, 1.512, 1.153], [-0.612, -1.264, 2.044], [-2.197, 0.615, 0.282], [-1.511, 1.590, -0.837]],
  "lowdin_charge": [-0.73, -0.79, 0.13, 0.10, 0.93, 0.97, 0.07, 0.18, 0.13],
  "e_lumo_ev": [-4.10, -9.04],
  "e_above_lowest_kj_mol": 145.6,
  "multiplicity": 3,
  "total_charge": 1,
  "total_energy_ha": -983.44495,
  "s2": 2.02,
  "homo_ev": [-12.02, -14.41]
}


Entry 2:
{
  "formula": "C2H3N3",
  "method": "ωB97M-V/def2-TZVPD",
  "symbols": ["C", "N", "N", "N", "C", "H", "H", "H"],
  "positions_angstrom": [[0.548, 1.185, 0.595], [0.309, 0.302, -0.330], [1.062, 1.938, 1.374], [-1.112, -1.376, -1.154], [-0.642, -0.712, -0.189], [-1.090, -0.848, 0.797], [-0.707, -1.092, -2.048], [1.631, 0.602, 0.955]],
  "lowdin_charge": [-0.42, 0.04, 0.20, 0.08, -0.35, 0.11, 0.05, 0.29],
  "e_lumo_ev": -0.86,
  "e_above_lowest_kj_mol": 401.1,
  "total_charge": 0,
  "total_energy_ha": -242.11989,
  "homo_ev": -9.77
}


Entry 3:
{
  "formula": "C2H3N3",
  "method": "ωB97M-V/def2-TZVPD",
  "symbols": ["C", "C", "H", "H", "H", "N", "N", "N"],
  "positions_angstrom": [[1.146, -0.588, -0.041], [-0.368, 0.841, -0.144], [2.121, -0.957, 0.090], [-0.800, 1.898, -0.047], [-1.970, -0.526, 0.446], [0.974, 0.827, -0.055], [-1.039, -0.272, -0.093], [-0.065, -1.224, -0.157]],
  "lowdin_charge": [-0.16, -0.30, 0.08, 0.13, 0.22, 0.06, -0.03, -0.01],
  "e_lumo_ev": 0.70,
  "e_above_lowest_kj_mol": 131.5,
  "total_charge": 0,
  "smiles": "c1nc[nH]n1",
  "total_energy_ha": -242.22258,
  "homo_ev": -10.03
}


Entry 4:
{
  "formula": "C2H3N3",
  "method": "ωB97M-V/def2-TZVPD",
  "symbols": ["C", "C", "N", "N", "N", "H", "H", "H"],
  "positions_angstrom": [[-1.837, 0.120, 0.009], [-0.453, 0.515, 0.062], [-2.934, -0.200, -0.015], [0.193, -1.666, 0.054], [0.562, -0.488, 0.178], [-0.197, 1.134, -1.070], [-0.276, 1.275, 0.829], [1.002, -2.292, 0.162]],
  "lowdin_charge": [-0.27, -0.25, 0.16, 0.08, -0.10, 0.21, 0.11, 0.07],
  "e_lumo_ev": 0.18,
  "e_above_lowest_kj_mol": 219.6,
  "total_charge": 0,
  "smiles": "[H]/N=N/CC#N",
  "total_energy_ha": -242.18902,
  "homo_ev": -10.03
}


Entry 5:
{
  "formula": "C2H3N3O",
  "method": "ωB97M-V/def2-TZVPD",
  "symbols": ["N", "C", "C", "O", "N", "N", "H", "H", "H"],
  "positions_angstrom": [[-1.150, 0.416, -0.133], [-0.164, -0.525, 0.107], [0.938, 0.492, -1.057], [-0.043, -1.360, 1.131], [0.261, 1.028, 0.082], [0.638, -0.756, -1.094], [-0.419, -0.984, 1.939], [-1.681, 0.643, 0.709], [1.620, 1.046, -1.684]],
  "lowdin_charge": [0.12, -0.61, -0.18, 0.13, 0.05, 0.15, 0.13, 0.11, 0.11],
  "e_lumo_ev": 0.38,
  "e_above_lowest_kj_mol": 410.8,
  "total_charge": 0,
  "total_energy_ha": -317.37584,
  "homo_ev": -9.24
}


Entry 6:
{
  "formula": "C2H3N3O",
  "method": "ωB97M-V/def2-TZVPD",
  "symbols": ["O", "C", "N", "N", "C", "N", "H", "H", "H"],
  "positions_angstrom": [[2.323, 0.033, 0.053], [1.073, 0.044, 0.445], [0.183, 0.909, 0.468], [-1.047, 0.912, 0.136], [-1.171, -1.261, -0.346], [-0.055, -1.620, -0.351], [2.463, 0.657, -0.679], [-1.537, 1.578, 0.741], [-2.233, -1.252, -0.467]],
  "lowdin_charge": [0.08, -0.25, -0.08, 0.00, -0.09, 0.07, 0.13, 0.06, 0.07],
  "e_lumo_ev": 0.25,
  "e_above_lowest_kj_mol": 456.1,
  "total_charge": 0,
  "total_energy_ha": -317.35861,
  "homo_ev": -8.75
}


Entry 7:
{
  "formula": "C2H3N3O",
  "method": "ωB97M-V/def2-TZVPD",
  "symbols": ["C", "C", "H", "H", "H", "N", "N", "N", "O"],
  "positions_angstrom": [[0.298, 0.102, -0.228], [-1.662, -0.304, 0.426], [1.929, 1.156, 0.597], [2.229, -0.013, -0.660], [-2.473, -0.068, 0.870], [1.575, 0.591, -0.291], [0.017, -0.931, -0.934], [-1.258, -1.270, -0.265], [-0.654, 0.737, 0.486]],
  "lowdin_charge": [-0.56, -0.13, 0.17, 0.06, 0.06, 0.14, 0.11, 0.07, 0.08],
  "e_lumo_ev": 0.73,
  "e_above_lowest_kj_mol": 203.6,
  "total_charge": 0,
  "smiles": "Nc1nnco1",
  "total_energy_ha": -317.45478,
  "homo_ev": -9.36
}


Entry 8:
{
  "formula": "C2H3N3O",
  "method": "ωB97M-V/def2-TZVPD",
  "symbols": ["N", "C", "N", "O", "C", "N", "H", "H", "H"],
  "positions_angstrom": [[-0.480, -0.673, 1.691], [-0.548, -0.183, 0.500], [-1.413, 0.234, -0.455], [-0.535, 0.645, -1.542], [0.697, 0.469, -1.209], [0.765, -0.018, -0.005], [1.368, -0.348, 0.749], [-1.339, -0.848, 2.179], [1.485, 0.723, -1.908]],
  "lowdin_charge": [0.07, -0.55, 0.12, -0.01, -0.13, 0.16, 0.17, 0.02, 0.16],
  "e_lumo_ev": 0.50,
  "e_above_lowest_kj_mol": 294.6,
  "total_charge": 0,
  "total_energy_ha": -317.42010,
  "homo_ev": -8.19
}


Entry 9:
{
  "formula": "C2H3N3O",
  "method": "ωB97M-V/def2-TZVPD",
  "symbols": ["O", "C", "N", "N", "N", "C", "H", "H", "H"],
  "positions_angstrom": [[0.898, 1.721, -0.923], [0.354, 0.663, -0.283], [0.333, 0.468, 0.946], [-0.722, -1.403, 1.179], [-0.612, -1.128, 0.051], [-0.304, -0.430, -0.994], [1.250, 2.253, -0.187], [-0.610, -1.355, 2.180], [-0.587, -0.789, -1.970]],
  "lowdin_charge": [0.08, -0.55, 0.19, 0.12, -0.14, -0.03, 0.12, 0.11, 0.11],
  "e_lumo_ev": [0.73, -0.30],
  "e_above_lowest_kj_mol": 713.2,
  "total_charge": 0,
  "total_energy_ha": -317.26069,
  "homo_ev": [-8.93, -7.69]
}


Entry 10:
{
  "formula": "C2H3N3O",
  "method": "ωB97M-V/def2-TZVPD",
  "symbols": ["C", "C", "H", "H", "H", "N", "N", "N", "O"],
  "positions_angstrom": [[-0.042, -0.436, 0.800], [0.934, -1.072, 0.057], [-1.079, 2.092, -0.638], [-0.597, -0.557, 1.779], [1.723, -1.777, 0.261], [-0.495, 0.503, -0.041], [0.888, -0.604, -1.216], [0.012, 0.401, -1.213], [-1.344, 1.451, 0.211]],
  "lowdin_charge": [-0.04, -0.16, 0.22, 0.14, 0.09, -0.32, 0.01, 0.02, 0.04],
  "e_lumo_ev": 0.69,
  "e_above_lowest_kj_mol": 354.3,
  "total_charge": 0,
  "smiles": "On1ccnn1",
  "total_energy_ha": -317.39736,
  "homo_ev": -9.99
}


Entry 11:
{
  "formula": "C2H3N3O",
  "method": "ωB97M-V/def2-TZVPD",
  "symbols": ["N", "C", "N", "O", "N", "C", "H", "H", "H"],
  "positions_angstrom": [[0.973, -0.093, -1.328], [0.071, 0.039, -0.297], [-0.756, 1.036, -0.170], [-1.361, 0.950, 1.023], [-0.951, -0.326, 1.614], [-0.077, -0.923, 0.795], [0.868, 0.591, -2.066], [1.088, -1.042, -1.664], [0.053, -0.410, 2.128]],
  "lowdin_charge": [0.11, -0.44, 0.09, -0.10, 0.02, -0.02, 0.10, 0.09, 0.16],
  "e_lumo_ev": 0.13,
  "e_above_lowest_kj_mol": 541.1,
  "total_charge": 0,
  "total_energy_ha": -317.32621,
  "homo_ev": -9.59
}


Entry 12:
{
  "formula": "C2H3N3O",
  "method": "ωB97M-V/def2-TZVPD",
  "symbols": ["O", "C", "N", "N", "C", "N", "H", "H", "H"],
  "positions_angstrom": [[2.213, -0.198, -0.081], [0.876, -0.094, -0.012], [0.221, 0.986, 0.371], [-1.063, 0.556, 0.294], [-1.100, -0.724, -0.107], [0.116, -1.173, -0.315], [2.593, 0.588, -0.474], [-1.823, 1.168, 0.546], [-2.013, -1.285, -0.250]],
  "lowdin_charge": [0.08, -0.51, 0.10, -0.01, -0.18, 0.14, 0.11, 0.15, 0.12],
  "e_lumo_ev": 0.90,
  "e_above_lowest_kj_mol": 40.5,
  "total_charge": 0,
  "smiles": "Oc1nc[nH]n1",
  "total_energy_ha": -317.51689,
  "homo_ev": -9.63
}


Entry 13:
{
  "formula": "C2H3N3O",
  "method": "ωB97M-V/def2-TZVPD",
  "symbols": ["C", "C", "H", "H", "H", "N", "N", "N", "O"],
  "positions_angstrom": [[0.681, -0.083, 0.111], [-1.473, -0.502, -0.052], [2.341, -0.840, 0.524], [-2.405, -1.325, -0.455], [0.434, 1.971, -0.164], [-0.273, -1.109, 0.088], [-1.311, 0.846, 0.052], [0.007, 1.078, 0.054], [2.000, -0.036, -0.158]],
  "lowdin_charge": [-0.45, -0.24, 0.23, 0.19, 0.17, 0.05, -0.01, 0.03, 0.04],
  "e_lumo_ev": 0.38,
  "e_above_lowest_kj_mol": 238.5,
  "total_charge": 0,
  "smiles": "Oc1ncn[nH]1",
  "total_energy_ha": -317.44147,
  "homo_ev": -9.21
}


Entry 14:
{
  "formula": "C2H3N3O",
  "method": "ωB97M-V/def2-TZVPD",
  "symbols": ["C", "C", "H", "H", "H", "N", "N", "N", "O"],
  "positions_angstrom": [[0.188, -0.134, -0.026], [-0.723, 0.897, -0.042], [1.904, -1.157, 0.042], [2.062, 0.554, 0.293], [-0.659, 1.998, -0.097], [1.550, -0.220, -0.089], [-1.956, 0.300, -0.023], [-1.869, -0.956, -0.017], [-0.498, -1.280, -0.040]],
  "lowdin_charge": [-0.40, -0.09, 0.11, 0.10, 0.11, 0.15, -0.01, 0.02, 0.01],
  "e_lumo_ev": 0.68,
  "e_above_lowest_kj_mol": 183.9,
  "total_charge": 0,
  "smiles": "Nc1cnno1",
  "total_energy_ha": -317.46229,
  "homo_ev": -9.08
}


Entry 15:
{
  "formula": "C2H3N3O",
  "method": "ωB97M-V/def2-TZVPD",
  "symbols": ["C", "C", "N", "N", "N", "O", "H", "H", "H"],
  "positions_angstrom": [[0.930, 0.319, -0.012], [-0.282, -0.483, -0.029], [2.123, -0.211, 0.624], [2.144, -0.220, -0.593], [-1.463, 0.075, 0.015], [-2.615, -0.429, 0.011], [0.826, 1.399, -0.009], [-0.222, -1.561, -0.076], [-1.443, 1.112, 0.069]],
  "lowdin_charge": [-0.34, -0.05, 0.11, 0.11, -0.18, -0.09, 0.12, 0.13, 0.17],
  "e_lumo_ev": [-0.20, -0.20],
  "e_above_lowest_kj_mol": 450.7,
  "total_charge": 0,
  "smiles": "[O-]/[NH+]=C/C1N=N1",
  "total_energy_ha": -317.36065,
  "homo_ev": [-8.83, -8.83]
}


Entry 16:
{
  "formula": "C2H3N3O2",
  "method": "ωB97M-V/def2-TZVPD",
  "symbols": ["C", "C", "N", "N", "N", "O", "O", "H", "H", "H"],
  "positions_angstrom": [[-0.495, 0.848, -0.228], [1.667, -0.125, 0.276], [0.822, 0.356, -0.711], [0.993, -1.005, -0.505], [-1.132, -0.125, 0.234], [2.286, -0.143, 1.222], [-2.352, 0.129, 0.866], [-0.703, 1.891, -0.304], [1.737, -1.292, -1.247], [-2.823, -0.534, 0.397]],
  "lowdin_charge": [-0.09, -0.55, -0.01, 0.09, -0.01, 0.22, -0.02, 0.13, 0.17, 0.07],
  "e_lumo_ev": 0.86,
  "e_above_lowest_kj_mol": 594.6,
  "total_charge": 0,
  "smiles": "O=C1NN1/C=N/O",
  "total_energy_ha": -392.56708,
  "homo_ev": -9.77
}


Entry 17:
{
  "formula": "C2H3N3O2",
  "method": "ωB97M-V/def2-TZVPD",
  "symbols": ["C", "C", "H", "H", "H", "N", "N", "N", "O", "O"],
  "positions_angstrom": [[-1.274, 0.791, 0.676], [0.414, 0.403, -0.676], [1.393, -1.985, 0.432], [-2.314, 1.352, 0.587], [0.957, 0.877, -2.421], [0.535, -0.368, 0.618], [-0.730, -0.257, 1.315], [1.328, 0.367, -1.522], [0.448, -1.828, 0.329], [-0.800, 1.127, -0.512]],
  "lowdin_charge": [-0.19, -0.38, 0.09, 0.18, 0.13, -0.08, 0.09, 0.17, -0.03, 0.03],
  "e_lumo_ev": 0.52,
  "e_above_lowest_kj_mol": 483.7,
  "total_charge": 0,
  "smiles": "[H]/N=c1\\ocnn1O",
  "total_energy_ha": -392.60933,
  "homo_ev": -9.55
}


Entry 18:
{
  "formula": "C2H3N3O2",
  "method": "ωB97M-V/def2-TZVPD",
  "symbols": ["C", "C", "H", "H", "H", "N", "N", "N", "O", "O"],
  "positions_angstrom": [[0.097, -0.206, 0.007], [-1.035, -1.012, -0.089], [-1.325, 2.615, -0.352], [0.689, 1.653, 0.393], [3.052, -0.496, 0.302], [0.049, 1.163, -0.179], [1.162, -0.859, 0.205], [-1.968, -1.676, -0.019], [-1.181, 1.763, 0.157], [2.245, -0.121, -0.145]],
  "lowdin_charge": [-0.37, -0.15, 0.14, 0.12, 0.14, 0.00, 0.03, 0.19, -0.05, -0.04],
  "e_lumo_ev": 0.38,
  "e_above_lowest_kj_mol": 487.5,
  "total_charge": 0,
  "smiles": "N#C/C(=N/O)NO",
  "total_energy_ha": -392.60787,
  "homo_ev": -9.33
}


Entry 19:
{
  "formula": "C2H3N3O2",
  "method": "ωB97M-V/def2-TZVPD",
  "symbols": ["N", "C", "N", "O", "C", "O", "N", "H", "H", "H"],
  "positions_angstrom": [[-1.824, 0.172, -0.097], [-0.477, -0.198, 0.003], [-0.014, -1.395, 0.109], [1.382, -1.251, 0.127], [1.732, 0.067, 0.028], [2.854, 0.489, -0.003], [0.524, 0.736, -0.025], [-2.307, -0.446, -0.742], [-2.284, 0.106, 0.808], [0.415, 1.721, -0.208]],
  "lowdin_charge": [0.12, -0.45, 0.13, 0.04, -0.53, 0.12, 0.21, 0.09, 0.10, 0.17],
  "e_lumo_ev": 0.53,
  "e_above_lowest_kj_mol": 108.8,
  "total_charge": 0,
  "smiles": "Nc1noc(=O)[nH]1",
  "total_energy_ha": -392.75209,
  "homo_ev": -9.87
}


Entry 20:
{
  "formula": "C2H3N3O2",
  "method": "ωB97M-V/def2-TZVPD",
  "symbols": ["C", "C", "N", "N", "N", "O", "O", "H", "H", "H"],
  "positions_angstrom": [[-1.367, 0.393, -0.514], [-0.045, 0.155, -0.095], [-2.350, 0.817, -0.875], [0.924, 1.063, -0.241], [0.119, -0.889, 0.921], [-0.664, -1.828, 0.986], [1.171, -0.845, 1.602], [-0.318, -1.609, -1.394], [0.890, 1.906, -0.775], [1.640, 0.837, 0.385]],
  "lowdin_charge": [-0.23, -0.31, 0.19, 0.21, -0.36, 0.04, 0.04, 0.19, 0.14, 0.09],
  "e_lumo_ev": [-1.97, -1.23],
  "e_above_lowest_kj_mol": 764.1,
  "total_charge": 0,
  "total_energy_ha": -392.50251,
  "homo_ev": [-10.50, -9.09]
}